Entry 1:
The following is a quantum chemistry calculation of a structure of composition C20H25BrN3O6Ru, from OMol25.

The geometry in XYZ format:
```
56
Properties=species:S:1:pos:R:3:forces:R:3
Ru 0.017 0.363 0.218 0.31 0.72 0.13
C 0.731 0.400 4.892 0.01 -0.01 0.01
N -0.224 -0.504 4.238 -0.02 0.05 -0.02
C -0.895 -1.470 5.110 -0.01 0.00 0.01
C -0.448 -0.393 2.953 0.03 -0.17 0.01
O 0.141 0.491 2.265 0.01 0.11 -0.12
C -1.426 -1.348 2.272 0.02 0.31 0.01
O -1.401 -1.089 0.861 -0.17 -0.48 -0.10
C -2.660 -0.948 0.194 0.03 0.32 0.06
C -2.718 0.447 -0.430 0.10 0.02 0.00
O -1.776 1.269 -0.186 -0.30 -0.31 0.15
N -3.733 0.765 -1.186 -0.04 0.00 0.05
C -3.800 2.076 -1.845 0.00 -0.02 -0.02
C -4.843 -0.160 -1.444 0.00 0.02 -0.01
H 0.222 1.302 5.230 0.00 0.00 0.00
H 1.154 -0.118 5.748 0.00 0.00 0.00
H 1.521 0.668 4.198 0.00 0.00 0.00
H -1.300 -0.941 5.971 0.00 0.00 0.00
H -1.713 -1.971 4.604 0.00 0.00 0.00
H -0.178 -2.213 5.455 0.01 0.00 0.00
H -1.171 -2.393 2.445 0.07 0.01 0.00
H -2.426 -1.151 2.663 -0.02 -0.07 0.00
H -2.760 -1.738 -0.549 0.06 0.04 -0.06
H -3.473 -1.036 0.917 -0.02 -0.09 -0.02
H -2.814 2.524 -1.870 0.00 0.00 0.00
H -4.160 1.928 -2.860 0.00 0.00 0.00
H -4.491 2.724 -1.307 0.00 0.00 0.00
H -4.610 -0.812 -2.285 0.00 0.00 -0.01
H -5.077 -0.755 -0.565 0.00 -0.01 -0.01
H -5.723 0.428 -1.689 0.00 0.00 0.01
O 0.581 -1.728 -3.914 -0.01 0.00 -0.02
C 1.769 -2.166 -3.449 0.00 0.00 0.01
C 2.614 -2.950 -4.229 -0.01 0.00 0.00
C 3.823 -3.384 -3.727 0.02 -0.01 0.01
C 4.227 -3.052 -2.433 0.00 -0.01 -0.02
C 3.402 -2.277 -1.657 -0.02 0.01 0.01
C 2.164 -1.820 -2.146 0.04 0.00 -0.02
C 1.362 -0.992 -1.276 0.02 0.12 0.17
O 1.772 -0.628 -0.106 -0.32 -0.55 -0.16
O 0.188 -0.534 -1.563 0.29 0.08 0.09
H 0.468 -2.019 -4.828 0.01 0.00 0.02
H 2.312 -3.215 -5.236 0.00 0.00 0.00
H 4.464 -3.993 -4.351 0.00 0.00 0.00
H 5.175 -3.400 -2.050 0.00 0.00 0.00
H 3.689 -2.006 -0.650 0.00 0.00 0.00
Br 5.048 3.174 -0.538 0.00 0.00 0.00
C 3.186 3.255 -0.342 0.03 0.00 0.00
C 2.520 4.468 -0.306 -0.05 -0.01 0.00
C 1.142 4.451 -0.155 0.05 0.03 0.00
C 0.486 3.243 -0.050 -0.01 -0.03 -0.02
N 1.141 2.070 -0.088 -0.11 -0.08 -0.11
C 2.474 2.075 -0.228 0.01 0.02 -0.02
H 3.064 5.399 -0.391 0.00 0.00 0.00
H 0.574 5.370 -0.117 0.00 0.00 0.00
H -0.586 3.197 0.064 -0.01 -0.02 0.01
H 2.975 1.121 -0.246 0.00 0.00 0.01
```
Forces are in eV/Å.

Summary:
**Total charge**: +2
**Calculated total energy**: -110512.5806 eV
**Spin multiplicity**: 2
**Largest force on an atom**: 0.8 eV Å⁻¹
**<S²>**: 0.754
**Gap between HOMO and LUMO (alpha / beta)**: 8.413 / 6.652 eV

***

Entry 2:
The following is a quantum chemistry calculation of a structure of composition C20H25BrN5O3PS3V, from OMol25.

The geometry in XYZ format:
```
59
Properties=species:S:1:pos:R:3:forces:R:3
V 1.640 -0.771 0.837 -0.11 -0.46 -0.24
C -0.622 -4.463 4.051 0.07 0.11 -0.20
C 0.606 -3.954 3.346 0.36 -0.31 0.16
C 1.778 -4.726 3.317 0.31 0.58 -0.32
C 2.899 -4.177 2.680 -0.61 -0.61 0.28
C 2.769 -2.967 2.065 0.17 0.36 -0.37
Br 4.267 -2.210 1.143 -0.10 -0.09 0.15
N 1.642 -2.225 2.001 -0.53 -2.04 1.86
C 0.596 -2.734 2.717 0.03 0.25 0.07
H -0.364 -5.304 4.692 -0.06 -0.04 0.08
H -1.360 -4.795 3.320 -0.11 -0.05 0.03
H -1.071 -3.678 4.656 -0.09 0.02 0.07
H 1.829 -5.700 3.775 -0.03 -0.14 0.15
H 3.843 -4.697 2.656 0.10 -0.02 -0.04
H -0.281 -2.092 2.749 0.06 -0.11 -0.06
S 1.171 -2.496 -0.774 1.41 -0.82 -0.91
C -2.821 0.665 -1.418 -0.31 0.16 -0.11
N -2.148 -0.335 -2.230 -0.17 0.12 -0.06
C -2.839 -1.604 -2.081 -0.26 -0.12 -0.36
N -3.015 -2.057 -0.714 -0.27 0.09 0.07
C -3.670 -0.990 0.028 -0.32 0.02 -0.01
N -2.989 0.287 -0.028 -0.57 0.19 0.05
C -1.683 0.178 0.625 0.30 -0.10 -0.11
P -0.412 -1.117 -0.153 -1.69 0.28 0.33
C -0.743 -0.458 -1.870 0.54 0.07 -0.24
C -1.743 -2.451 -0.119 0.38 -0.28 0.26
H -3.820 0.835 -1.852 0.14 0.01 0.07
H -2.247 1.599 -1.463 -0.09 -0.09 -0.02
H -2.284 -2.370 -2.632 -0.08 0.06 -0.02
H -3.846 -1.491 -2.517 0.18 -0.05 0.00
H -3.760 -1.294 1.076 -0.02 0.01 -0.06
H -4.681 -0.866 -0.395 0.13 0.00 0.09
H -1.859 -0.076 1.681 0.14 0.02 -0.01
H -1.193 1.155 0.593 -0.08 -0.09 0.11
H -0.248 -1.125 -2.593 -0.06 0.25 0.31
H -0.274 0.531 -1.937 -0.04 -0.16 -0.07
H -1.932 -2.735 0.925 0.09 -0.03 -0.06
H -1.366 -3.337 -0.648 -0.01 0.27 0.18
S 2.290 2.000 4.623 -0.13 1.18 1.20
C 2.337 0.938 3.428 0.37 -1.33 -0.67
N 2.421 0.101 2.618 0.07 0.75 -0.41
C 0.625 6.197 -3.821 -0.08 -0.16 0.04
C 0.960 5.047 -2.913 0.09 -0.03 0.03
C 0.676 5.118 -1.553 0.06 0.01 -0.14
C 0.993 4.066 -0.715 0.04 -0.13 0.08
C 1.600 2.930 -1.221 -0.13 -0.28 0.40
C 1.873 2.839 -2.575 0.10 -0.20 0.04
C 1.554 3.891 -3.416 -0.07 0.22 0.13
S 2.002 1.607 -0.047 1.30 2.34 -0.94
O 0.930 1.677 0.928 -0.36 -0.30 0.08
O 3.332 1.925 0.419 -0.08 0.26 -0.04
O 1.957 0.394 -0.866 0.14 0.10 -0.66
H 0.470 7.106 -3.243 0.00 0.12 -0.02
H -0.290 5.989 -4.374 -0.08 0.06 -0.11
H 1.424 6.366 -4.540 0.04 0.09 -0.10
H 0.204 6.006 -1.149 -0.02 0.06 0.01
H 0.774 4.088 0.341 -0.09 0.11 0.15
H 2.329 1.936 -2.955 0.02 -0.09 -0.06
H 1.770 3.825 -4.476 0.02 -0.03 -0.05
```
Forces are in eV/Å.

Summary:
**Total charge**: -2
**Calculated total energy**: -172262.9733 eV
**Spin multiplicity**: 2
**Largest force on an atom**: 2.8 eV Å⁻¹
**<S²>**: 0.782
**Gap between HOMO and LUMO (alpha / beta)**: 3.735 / 3.743 eV

***

Entry 3:
The following is a quantum chemistry calculation of a structure of composition C20H25ClN4PdS, from OMol25.

The geometry in XYZ format:
```
52
Properties=species:S:1:pos:R:3:forces:R:3
Pd -0.487 -1.051 -0.271 -0.02 0.15 -0.06
Cl 4.872 0.012 -0.369 -0.01 0.01 0.02
C 4.559 -1.082 0.903 -0.04 0.05 0.01
C 5.191 -0.925 2.107 0.01 -0.01 -0.04
C 4.916 -1.828 3.141 0.00 -0.01 0.02
C 4.013 -2.892 3.007 0.01 0.01 -0.01
C 3.375 -3.066 1.814 0.04 -0.02 0.02
C 3.627 -2.172 0.711 0.02 -0.09 -0.02
C 3.051 -2.447 -0.487 0.17 -0.13 -0.04
H 5.901 -0.124 2.254 0.00 0.01 0.00
H 5.432 -1.693 4.084 0.01 -0.01 0.00
H 3.846 -3.568 3.833 -0.01 0.00 0.00
H 2.691 -3.894 1.646 0.00 0.03 0.01
H 2.407 -3.316 -0.593 -0.02 0.00 0.03
H 3.271 -1.858 -1.370 -0.02 0.03 0.01
N -2.342 -1.457 -1.049 -0.02 -0.01 0.05
C -3.401 -0.566 -0.620 -0.04 -0.01 -0.03
C -4.038 0.237 -1.553 0.01 0.00 0.01
C -5.035 1.106 -1.125 0.00 0.00 0.00
C -5.384 1.157 0.216 0.00 0.00 0.00
C -4.747 0.331 1.137 0.00 0.00 0.00
C -3.746 -0.533 0.724 0.01 0.00 -0.01
H -2.494 -2.408 -0.712 -0.01 0.01 -0.01
H -2.295 -1.501 -2.065 0.02 0.01 0.00
H -3.791 0.166 -2.606 0.00 0.00 -0.01
H -5.549 1.727 -1.846 0.00 0.00 0.00
H -6.165 1.828 0.545 0.00 0.00 0.00
H -5.035 0.358 2.179 0.00 0.00 0.00
H -3.243 -1.179 1.435 0.00 0.00 0.00
C -1.153 1.782 0.254 0.01 -0.02 0.04
C -0.635 3.247 0.149 0.02 0.01 0.01
N 0.331 3.348 -0.933 -0.03 0.00 -0.02
C -0.282 2.883 -2.170 0.03 0.01 0.01
C -0.568 1.358 -2.069 0.04 -0.04 -0.01
N -0.348 0.928 -0.664 -0.17 0.02 -0.04
C 1.086 1.082 -0.328 0.00 0.01 0.01
C 1.508 2.568 -0.628 0.02 0.00 0.00
H -2.197 1.685 -0.038 0.00 0.02 -0.02
H -1.039 1.387 1.265 -0.03 -0.02 -0.01
H -0.161 3.557 1.079 0.01 0.00 0.00
H -1.463 3.926 -0.045 0.00 0.00 0.00
H 0.378 3.090 -3.011 0.01 0.00 0.01
H -1.205 3.439 -2.326 0.00 0.00 -0.01
H 0.110 0.778 -2.698 -0.03 -0.02 0.00
H -1.594 1.115 -2.339 -0.01 0.03 0.02
H 1.666 0.381 -0.938 -0.01 0.01 -0.01
H 1.213 0.842 0.734 -0.01 0.01 -0.01
H 2.190 2.597 -1.477 0.00 0.00 0.00
H 2.018 2.988 0.237 -0.01 0.00 0.00
S 0.928 -5.403 0.332 -0.02 0.03 0.03
C 0.183 -3.993 0.290 -0.09 -0.13 -0.13
N -0.366 -2.947 0.257 0.18 0.05 0.13
```
Forces are in eV/Å.

Summary:
**Total charge**: +2
**Calculated total energy**: -53926.6277 eV
**Largest force on an atom**: 0.2 eV Å⁻¹
**Gap between HOMO and LUMO**: 5.315 eV

***

Looking at ΔE to the lowest compared entry with this formula, charge and spin for the records above, in order, we have 0.0, 38.9, 0.0 kcal per mole.